{"formula": "C25H35CoN3O2S2Sb", "method": "wB97M-V/def2-TZVPD", "relative_energy_kcal_mol": 62.7, "s_squared": 6.023, "spin_multiplicity": 5, "homo_ev": [-4.68, -7.86], "homo_lumo_gap_ev": [5.02, 7.67], "symbols": ["Co", "O", "C", "C", "C", "C", "C", "C", "C", "O", "N", "N", "C", "S", "C", "C", "S", "H", "H", "H", "H", "H", "H", "H", "H", "H", "N", "C", "C", "C", "C", "C", "C", "H", "H", "H", "H", "H", "C", "C", "C", "Sb", "C", "C", "C", "C", "C", "C", "H", "H", "H", "H", "H", "H", "H", "H", "H", "H", "H", "H", "H", "H", "H", "H", "H", "H", "H", "H", "H"], "positions_angstrom": [[-0.6710, -0.2170, -0.3478], [4.4289, 2.4117, 0.1446], [3.3757, 3.2330, -0.1391], [3.5716, 4.6050, 0.0698], [2.7385, 5.4225, -0.7008], [1.6582, 4.8996, -1.4146], [1.2863, 3.5518, -1.3483], [2.1187, 2.7046, -0.5348], [1.7767, 1.3741, -0.0756], [2.5869, 0.5108, 0.2751], [-0.6292, 2.0752, 0.3958], [-1.6713, 1.0913, 0.4090], [-2.9497, 1.2799, 0.1660], [-3.6861, 2.3458, -0.9397], [-5.2369, 1.4497, -1.1415], [-5.4811, 0.5098, 0.0429], [-3.9453, 0.1482, 0.9361], [3.9660, 1.5312, 0.3903], [4.3511, 4.9125, 0.7588], [2.9451, 6.4491, -0.8648], [1.1904, 5.5608, -2.1123], [0.4570, 3.1707, -1.9293], [-5.2612, 1.0222, -2.1297], [-6.0409, 2.2429, -1.1822], [-5.8987, -0.4157, -0.3658], [-6.2455, 0.8575, 0.7587], [0.4272, 1.0917, -0.0445], [-0.5377, 2.5037, 1.7200], [-0.4334, 1.7671, 2.9147], [-0.8574, 2.3602, 4.1086], [-1.2484, 3.7118, 4.1147], [-1.2350, 4.4805, 2.9270], [-0.7068, 3.9012, 1.7849], [-0.1153, 0.7206, 2.9003], [-0.9135, 1.7719, 5.0300], [-1.4771, 4.2705, 5.0205], [-1.5705, 5.4697, 2.9606], [-0.5172, 4.4323, 0.8507], [-0.8505, -5.0876, 0.0805], [-1.3751, -3.6577, 0.0552], [-2.6229, -3.4404, -0.7542], [0.2658, -2.3974, -0.7147], [0.8919, -2.6421, -2.8867], [2.1253, -3.4935, -3.0017], [1.0023, -1.2213, -3.3889], [2.0526, -2.5983, 0.7012], [1.5007, -2.6209, 2.1144], [3.0155, -3.7371, 0.2917], [-1.4242, -5.7134, 0.8142], [0.2081, -5.1321, 0.4283], [-0.8166, -5.6125, -0.8796], [-1.4424, -3.2374, 1.0744], [-2.4733, -3.8635, -1.7356], [-2.9234, -2.3598, -0.7179], [-3.4400, -3.9835, -0.3233], [-0.0736, -3.1087, -3.2750], [3.0304, -3.0431, -2.5710], [2.2044, -3.6834, -4.0899], [1.9847, -4.4756, -2.5301], [1.6972, -0.6161, -2.8418], [0.0219, -0.7611, -3.4273], [1.4301, -1.1976, -4.4171], [2.4549, -1.6167, 0.4134], [0.5552, -3.1338, 2.2359], [1.3169, -1.5821, 2.5069], [2.2283, -3.1021, 2.7579], [2.5971, -4.6512, -0.1161], [3.5657, -4.0788, 1.1758], [3.7437, -3.3596, -0.3873]], "mulliken_spin": [2.78, 0.00, 0.00, 0.00, 0.00, 0.00, 0.00, 0.00, 0.09, 0.03, -0.03, 0.14, 0.60, 0.11, 0.02, 0.00, 0.14, 0.00, 0.00, 0.00, 0.00, 0.01, 0.01, 0.00, 0.00, 0.00, 0.10, 0.04, -0.02, -0.01, 0.01, 0.00, 0.02, 0.00, 0.00, 0.00, 0.00, 0.00, 0.01, 0.03, 0.01, -0.14, 0.01, 0.00, 0.02, 0.00, 0.00, -0.01, 0.00, 0.00, 0.00, 0.01, 0.01, 0.00, 0.00, 0.01, 0.00, 0.00, 0.00, 0.00, 0.02, 0.00, 0.01, 0.00, 0.00, 0.00, 0.00, 0.00, 0.00]}


{"formula": "C5H6BrCl", "method": "wB97M-V/def2-TZVPD", "smiles": "Cl[C@]1(Br)CC12CC2", "relative_energy_kcal_mol": 27.8, "homo_ev": -9.25, "homo_lumo_gap_ev": 9.92, "symbols": ["Cl", "C", "Br", "C", "C", "C", "C", "H", "H", "H", "H", "H", "H"], "positions_angstrom": [[-2.5272, -2.1478, 0.2747], [-2.0699, -0.5868, -0.1923], [-3.3837, 0.8494, 0.0534], [-1.1210, -0.3983, -1.3878], [-0.4694, -0.2645, -0.0645], [0.6287, -0.5280, 0.8381], [0.0850, 0.8556, 0.7322], [-1.3282, 0.5332, -1.9594], [-0.8807, -1.3674, -1.8890], [1.5437, -0.7573, 0.2058], [0.5041, -1.0996, 1.7726], [-0.8011, 1.1895, 1.3681], [0.7564, 1.5376, 0.1632]], "nbo_charge": [0.05, -0.16, 0.04, -0.42, -0.07, -0.40, -0.43, 0.24, 0.23, 0.23, 0.23, 0.25, 0.22]}


{"formula": "C6H11NO", "method": "wB97M-V/def2-TZVPD", "smiles": "CC1=CC(C)(C)N1O", "relative_energy_kcal_mol": 83.7, "homo_ev": -8.24, "homo_lumo_gap_ev": 9.11, "symbols": ["C", "C", "C", "C", "C", "C", "N", "O", "H", "H", "H", "H", "H", "H", "H", "H", "H", "H", "H"], "positions_angstrom": [[-2.7029, -0.1635, -0.0010], [-1.2276, -0.2636, 0.1360], [-0.2659, -1.1588, -0.2061], [0.8713, -0.2513, 0.0705], [1.9065, -0.6867, 1.0807], [1.4520, 0.5197, -1.0962], [-0.3944, 0.7010, 0.6951], [-0.6286, 2.0542, 0.3915], [-3.1203, -1.1405, -0.2391], [-3.1433, 0.1976, 0.9286], [-2.9807, 0.5346, -0.7940], [-0.2780, -2.2308, -0.2938], [2.8134, -1.0577, 0.6048], [1.5141, -1.4660, 1.7328], [2.1736, 0.1548, 1.7201], [1.9394, 1.4316, -0.7483], [0.6824, 0.7781, -1.8231], [2.1988, -0.0966, -1.5992], [-0.8098, 2.1438, -0.5593]], "nbo_charge": [-0.66, 0.17, -0.32, 0.14, -0.64, -0.63, -0.14, -0.56, 0.23, 0.23, 0.22, 0.21, 0.22, 0.22, 0.23, 0.22, 0.21, 0.22, 0.44]}


{"formula": "C18H12N6PtSe2Te2", "method": "wB97M-V/def2-TZVPD", "relative_energy_kcal_mol": 0.0, "homo_ev": -5.81, "homo_lumo_gap_ev": 3.96, "symbols": ["Pt", "C", "C", "N", "C", "C", "N", "C", "C", "C", "C", "C", "N", "C", "C", "N", "C", "C", "N", "C", "C", "C", "N", "C", "C", "H", "H", "H", "H", "H", "H", "H", "H", "H", "H", "H", "H", "Se", "Te", "Te", "Se"], "positions_angstrom": [[-2.5427, 0.0000, -0.0020], [-2.6772, -0.0006, 4.2913], [-3.0887, -0.0002, 2.9779], [-2.1764, -0.0001, 1.9982], [-0.8613, -0.0003, 2.3193], [-0.4994, -0.0008, 3.6676], [-1.3849, -0.0009, 4.6436], [0.0638, 0.0000, 1.1884], [1.4394, 0.0002, 1.2005], [2.1638, 0.0003, -0.0002], [1.4417, 0.0002, -1.2004], [0.0648, 0.0002, -1.1915], [-0.5883, 0.0000, -0.0015], [-0.8589, 0.0003, -2.3216], [-0.4972, 0.0007, -3.6706], [-1.3819, 0.0008, -4.6466], [-2.6752, 0.0004, -4.2944], [-3.0867, 0.0001, -2.9816], [-2.1747, 0.0001, -2.0010], [3.6554, 0.0004, 0.0014], [4.3970, -0.0022, -1.1766], [5.7811, -0.0023, -1.1242], [6.4890, -0.0002, 0.0046], [5.7788, 0.0020, 1.1318], [4.3945, 0.0025, 1.1810], [-3.4158, -0.0006, 5.0819], [-4.1246, -0.0001, 2.6708], [0.5495, -0.0011, 3.9404], [1.9540, 0.0001, 2.1498], [1.9584, 0.0003, -2.1488], [0.5518, 0.0010, -3.9432], [-3.4135, 0.0005, -5.0851], [-4.1227, 0.0000, -2.6748], [3.9310, -0.0042, -2.1518], [6.3484, -0.0043, -2.0480], [6.3439, 0.0037, 2.0569], [3.9266, 0.0045, 2.1552], [-4.2324, -1.9695, -0.0025], [-6.5990, -1.3493, 0.0010], [-6.5990, 1.3491, 0.0069], [-4.2325, 1.9694, -0.0021]], "nbo_charge": [0.92, 0.01, 0.05, -0.38, 0.09, 0.05, -0.36, 0.22, -0.21, 0.06, -0.19, 0.15, -0.47, 0.12, 0.04, -0.35, 0.01, 0.04, -0.39, -0.05, -0.24, 0.04, -0.40, 0.04, -0.24, 0.22, 0.26, 0.20, 0.22, 0.22, 0.20, 0.22, 0.26, 0.21, 0.20, 0.20, 0.21, -0.62, 0.03, 0.03, -0.62]}


{"formula": "C38H67MoN5O2Se2", "method": "wB97M-V/def2-TZVPD", "relative_energy_kcal_mol": 0.0, "s_squared": 2.069, "spin_multiplicity": 3, "homo_ev": [-5.88, -6.00], "homo_lumo_gap_ev": [3.80, 4.68], "symbols": ["Mo", "C", "C", "C", "C", "C", "C", "C", "Se", "C", "C", "C", "C", "C", "C", "O", "C", "C", "C", "C", "C", "C", "C", "C", "C", "O", "C", "C", "C", "C", "C", "C", "H", "H", "H", "H", "H", "H", "H", "H", "H", "H", "H", "H", "H", "H", "H", "H", "H", "H", "H", "H", "H", "H", "H", "H", "H", "H", "H", "H", "H", "H", "H", "H", "H", "H", "H", "H", "H", "H", "H", "H", "N", "C", "C", "N", "C", "C", "N", "H", "H", "H", "H", "H", "H", "H", "H", "H", "H", "H", "H", "H", "Se", "C", "C", "N", "C", "C", "C", "C", "N", "H", "H", "H", "H", "H", "H", "H", "H", "H", "H", "H", "H", "H", "H"], "positions_angstrom": [[1.5614, -0.8616, -1.3167], [0.0341, 6.6427, 1.6636], [0.9093, 5.6148, 0.9274], [1.7035, 6.2356, -0.2215], [1.9174, 5.0947, 1.9566], [0.0243, 4.5436, 0.2607], [0.3450, 3.1923, 0.3774], [-0.4332, 2.2239, -0.1596], [-0.0164, 0.4014, 0.1725], [-0.7127, -0.1617, 1.9689], [-0.2070, 0.5275, 2.9997], [-0.3531, 0.1196, 4.3132], [-1.1777, -0.9826, 4.5705], [-1.7849, -1.7167, 3.5714], [-1.4946, -1.3286, 2.1777], [-1.9210, -1.9850, 1.2054], [-2.5345, -3.0035, 3.7786], [-3.9422, -3.0705, 3.1088], [-1.6699, -4.1795, 3.3282], [-2.8332, -3.1940, 5.2886], [0.2836, 0.9895, 5.3783], [-0.2561, 2.4326, 5.3330], [1.8412, 1.1264, 5.0830], [0.1528, 0.3020, 6.7825], [-1.5864, 2.5538, -0.9705], [-2.4084, 1.6531, -1.3635], [-1.7508, 3.9656, -1.3260], [-1.0125, 4.8915, -0.6012], [-2.6039, 4.3682, -2.5013], [-2.3816, 5.8174, -2.8828], [-2.2487, 3.4544, -3.7080], [-4.0651, 4.1250, -2.1164], [0.7778, 7.3506, 2.0856], [-0.6997, 7.1867, 1.1055], [-0.4835, 6.1744, 2.4916], [2.1417, 7.2261, 0.0363], [2.5333, 5.5907, -0.4285], [1.1715, 6.2849, -1.1764], [2.5199, 5.9286, 2.3938], [1.4586, 4.4898, 2.7533], [2.6902, 4.4058, 1.4690], [1.2345, 2.8956, 0.9616], [0.4149, 1.4058, 2.7757], [-1.3483, -1.3291, 5.5762], [-3.8615, -3.1298, 2.0081], [-4.5184, -3.9676, 3.4396], [-4.5109, -2.1856, 3.4090], [-1.5271, -4.1910, 2.2120], [-0.6232, -4.0972, 3.7321], [-2.1440, -5.0928, 3.6496], [-3.4041, -2.3713, 5.7962], [-3.4397, -4.1301, 5.4513], [-1.9154, -3.3734, 5.8578], [0.1021, 2.8867, 4.4277], [-1.3517, 2.5018, 5.3937], [0.1863, 2.9676, 6.1978], [2.0411, 1.7978, 4.2298], [2.3212, 1.6088, 5.9437], [2.3167, 0.1685, 4.8765], [-0.8840, 0.2268, 7.1587], [0.6236, -0.6957, 6.8261], [0.7522, 0.9553, 7.4767], [-1.3468, 5.9644, -0.7170], [-1.3289, 5.9661, -3.2710], [-3.0263, 6.0696, -3.7652], [-2.6932, 6.5311, -2.1049], [-1.2339, 3.6331, -4.0595], [-2.3720, 2.3819, -3.3599], [-2.8705, 3.6524, -4.5985], [-4.3596, 4.7621, -1.3226], [-4.7167, 4.4033, -2.9903], [-4.1611, 3.0430, -1.8578], [3.1247, -2.2410, -1.0780], [3.0323, -3.1917, -2.2312], [4.2291, -4.1959, -2.4024], [4.9162, -3.9997, -3.6714], [6.3377, -4.2223, -3.7189], [7.1559, -3.1426, -2.9726], [6.3381, -1.9354, -2.7476], [4.0441, -1.7853, -1.0979], [3.1534, -2.7557, -0.1744], [2.9961, -2.5914, -3.1382], [2.0725, -3.7415, -2.1823], [3.8202, -5.2362, -2.3134], [4.9531, -4.1270, -1.5886], [4.3469, -4.3538, -4.4388], [6.6107, -4.2397, -4.8083], [6.5985, -5.2270, -3.3349], [8.1109, -2.9250, -3.5166], [7.4638, -3.5888, -1.9968], [5.6700, -1.8729, -3.5097], [6.9637, -1.1170, -2.8057], [2.7249, 0.3537, -2.9208], [-2.9473, -3.9852, -4.9039], [-2.9366, -2.6153, -4.1248], [-2.0131, -2.5982, -2.9908], [-2.5223, -3.3793, -1.8267], [-1.7557, -4.6543, -1.4444], [-0.8040, -1.9934, -3.0590], [-0.1893, -1.4717, -4.3307], [-0.0893, -1.9675, -1.9167], [-3.5344, -3.9115, -5.8098], [-3.4384, -4.7361, -4.2860], [-1.9375, -4.3363, -5.1950], [-3.9954, -2.4953, -3.8034], [-2.7041, -1.7967, -4.8551], [-3.5848, -3.5889, -2.0664], [-2.5791, -2.7540, -0.8901], [-1.5539, -5.2706, -2.3074], [-2.3826, -5.2819, -0.7793], [-0.8236, -4.3428, -0.9262], [0.7941, -1.9215, -4.4179], [-0.0176, -0.3869, -4.2719], [-0.8328, -1.7724, -5.1479], [-0.6587, -2.2918, -1.1600]], "mulliken_spin": [1.93, 0.00, 0.00, 0.00, 0.00, -0.01, 0.01, 0.02, -0.05, 0.04, -0.02, -0.01, 0.01, -0.01, 0.00, 0.00, 0.00, 0.00, 0.00, 0.00, 0.00, 0.00, 0.00, 0.00, -0.04, -0.02, -0.01, 0.01, 0.00, 0.00, 0.00, 0.00, 0.00, 0.00, 0.00, 0.00, 0.00, 0.00, 0.00, 0.00, 0.00, -0.01, 0.01, 0.00, 0.00, 0.00, 0.00, 0.00, 0.00, 0.00, 0.00, 0.00, 0.00, 0.00, 0.00, 0.00, 0.00, 0.00, 0.00, 0.00, 0.00, 0.00, 0.00, 0.00, 0.00, 0.00, 0.00, 0.00, 0.00, 0.00, 0.00, 0.00, -0.02, -0.01, 0.01, 0.00, 0.00, 0.00, 0.00, 0.02, 0.02, 0.00, -0.02, 0.00, 0.00, 0.00, 0.00, 0.00, 0.00, 0.00, 0.00, 0.00, 0.08, 0.00, -0.01, 0.03, 0.01, 0.00, 0.05, 0.00, -0.05, 0.00, 0.00, 0.00, 0.00, 0.00, 0.00, 0.00, 0.00, 0.00, 0.00, 0.00, 0.00, 0.00, 0.05]}